{"formula": "C31H48F24O7P2Tl", "method": "ωB97M-V/def2-TZVPD", "total_charge": 1, "largest_force_ev_per_a": 4.39, "homo_lumo_gap_ha": 0.1578, "relative_energy_ev": 0.0000, "symbols": ["C", "C", "C", "C", "P", "C", "C", "C", "C", "C", "C", "C", "C", "C", "C", "C", "C", "H", "H", "H", "H", "H", "H", "H", "H", "H", "H", "H", "H", "H", "H", "H", "H", "H", "H", "H", "H", "H", "H", "H", "H", "H", "H", "H", "H", "H", "H", "H", "H", "H", "H", "H", "H", "Tl", "P", "O", "O", "O", "O", "C", "C", "C", "F", "F", "F", "F", "O", "C", "C", "F", "F", "F", "F", "H", "H", "H", "H", "C", "C", "C", "F", "F", "F", "F", "O", "C", "C", "F", "F", "F", "F", "H", "H", "H", "H", "C", "C", "C", "F", "F", "F", "F", "O", "C", "C", "F", "F", "F", "F", "H", "H", "H", "H"], "positions_angstrom": [[-3.91045, -4.06812, 0.75952], [-2.55886, -3.35493, 1.03646], [-1.81230, -2.82294, -0.21434], [-0.44916, -2.14235, 0.14706], [0.47727, -1.59094, -1.34099], [-0.55460, -0.60183, -2.42070], [-0.00387, -0.37327, -3.86199], [-0.81658, 0.77124, -4.50963], [-0.28696, 1.23493, -5.85260], [0.60519, -3.08358, -2.42569], [1.38761, -4.25988, -1.73038], [1.05434, -5.55898, -2.41961], [1.72539, -6.76210, -1.77105], [2.19870, -1.07792, -1.14466], [3.05199, -1.70143, 0.04405], [2.81995, -1.12906, 1.42488], [3.55663, -1.87446, 2.54039], [-4.70313, -3.32052, 0.73047], [-4.14226, -4.76417, 1.56567], [-3.98951, -4.66964, -0.14604], [-1.84499, -4.08197, 1.42360], [-2.57478, -2.65156, 1.86900], [-2.46744, -2.10233, -0.70384], [-1.62592, -3.66692, -0.87848], [0.20973, -2.70497, 0.80844], [-0.55697, -1.19923, 0.68278], [-0.56751, 0.33980, -1.87182], [-1.57919, -0.97268, -2.44871], [-0.07757, -1.29497, -4.43918], [1.01970, -0.00342, -3.92218], [-0.84337, 1.60965, -3.81360], [-1.83805, 0.40039, -4.59436], [0.75085, 1.56522, -5.80821], [-0.85172, 2.07174, -6.26357], [-0.42097, 0.44945, -6.59635], [1.14548, -2.83063, -3.33794], [-0.41444, -3.37534, -2.67733], [1.02949, -4.36323, -0.70609], [2.45431, -4.06198, -1.83571], [1.34817, -5.43450, -3.46186], [-0.02971, -5.65008, -2.35151], [1.15214, -6.91459, -0.85659], [2.73740, -6.55168, -1.42515], [1.64240, -7.61418, -2.44573], [2.18753, 0.01149, -1.11088], [2.65440, -1.15086, -2.13215], [4.11087, -1.62548, -0.20318], [2.95741, -2.78182, 0.15316], [1.75025, -1.07084, 1.62599], [3.08243, -0.07143, 1.39980], [3.43035, -1.50916, 3.55957], [4.64000, -1.99005, 2.50799], [3.10738, -2.85241, 2.71329], [0.14212, 4.85524, 2.94752], [0.35905, 2.20263, 1.11809], [0.48689, 3.51558, 0.34279], [1.46077, 2.41519, 2.21577], [0.52299, 0.87659, 0.34556], [-0.92838, 2.37164, 1.98119], [-2.03581, -0.10255, 3.52953], [-0.76476, -0.70505, 4.19708], [0.44724, 0.22318, 4.22048], [0.14925, 1.48148, 4.68473], [1.52134, -0.23664, 4.83621], [-1.10502, -1.01145, 5.45666], [-0.45778, -1.92906, 3.69039], [-3.18986, -0.95310, 3.59937], [-4.42000, -0.46270, 4.19769], [-5.51649, -1.54263, 3.98743], [-5.16678, -2.77028, 4.40634], [-6.66491, -1.30247, 4.62051], [-4.18045, -0.28556, 5.52684], [-4.84152, 0.64187, 3.67777], [-1.90828, 0.14828, 2.47648], [-2.31158, 0.85421, 3.97300], [0.77141, 0.33654, 3.18600], [-5.72986, -1.62053, 2.92136], [-2.16842, 3.91981, -0.67528], [-1.87607, 5.10904, -1.65344], [-0.48732, 5.77636, -1.26183], [-0.16833, 6.88013, -1.97922], [-0.53167, 6.11659, 0.03728], [-1.82435, 4.63369, -2.89249], [-2.81717, 6.06766, -1.56207], [-3.55431, 3.51185, -0.79856], [-3.95443, 2.41772, 0.01371], [-3.13917, 1.13413, -0.29747], [-3.75308, 0.14091, 0.31416], [-3.03088, 0.87194, -1.61170], [-4.00064, 2.84013, 1.26517], [-5.24837, 2.25274, -0.39684], [-2.00065, 4.24341, 0.35196], [-1.47598, 3.14061, -0.99382], [0.42247, 5.20061, -1.43176], [-2.15458, 1.12050, 0.16997], [3.78280, 2.81463, 0.22628], [4.94633, 2.45642, 1.17775], [4.52235, 2.39946, 2.62216], [5.47187, 2.00586, 3.50112], [3.98482, 3.48350, 3.16732], [5.42489, 1.27108, 0.80995], [5.92682, 3.34169, 1.01518], [4.20765, 2.99428, -1.12331], [3.28623, 3.57613, -2.04168], [2.04627, 2.78274, -2.42792], [1.17072, 3.46969, -3.14123], [2.42797, 1.77603, -3.20736], [2.90342, 4.78253, -1.49745], [4.01248, 3.95250, -3.13635], [3.26627, 3.71827, 0.54989], [3.00363, 2.05814, 0.31955], [3.78166, 1.60475, 2.71103], [1.59015, 2.36261, -1.53151]], "atomic_forces_ev_per_a": [[0.22, 0.68, 0.52], [1.09, -1.19, -0.40], [0.02, 0.49, 0.88], [-0.13, 0.83, -0.39], [-0.17, -3.02, -1.38], [0.98, 1.35, 0.06], [-0.44, 0.78, 0.14], [-0.20, -0.50, 0.24], [-0.32, -0.07, -0.38], [0.96, -0.49, 1.39], [-1.09, 0.74, -0.72], [0.40, 0.28, -0.29], [-0.78, 0.52, 0.26], [0.55, 0.77, 0.77], [-0.07, -0.36, -0.71], [0.07, 0.91, 0.34], [-0.37, -0.55, 0.98], [-0.15, -0.06, -0.10], [0.02, 0.18, 0.17], [0.47, 0.24, -0.21], [-0.08, -0.49, 0.18], [-0.57, 0.41, -0.32], [0.13, 0.05, -0.32], [-0.13, 0.04, -0.09], [-0.02, -0.46, -0.24], [-0.51, 0.09, 0.20], [-0.35, 0.44, -0.29], [0.17, -0.23, 0.10], [-0.02, 0.09, -0.08], [0.28, -0.47, 0.53], [0.01, 0.09, 0.11], [-0.24, 0.25, -0.16], [0.09, -0.22, 0.02], [-0.13, 0.11, 0.29], [0.39, -0.14, -0.03], [-0.19, 0.22, -0.03], [0.01, -0.08, -0.09], [0.53, 0.21, 0.35], [0.04, 0.03, 0.55], [-0.16, -0.27, -0.22], [-0.10, -0.33, -0.35], [0.05, -0.61, 0.08], [0.18, -0.14, -0.49], [0.29, -0.15, 0.39], [-0.05, 0.15, 0.78], [0.12, -0.93, -0.06], [0.04, 0.44, -0.21], [-0.56, -0.17, -0.46], [-0.16, -0.39, 0.18], [0.32, 0.15, 0.07], [-0.35, 0.96, -0.16], [-0.01, 0.04, -0.84], [0.16, -0.43, -0.61], [-0.03, 0.09, 0.01], [-0.01, -2.75, -0.53], [0.62, -0.22, 0.26], [-1.06, 0.40, -0.59], [-0.69, 2.87, 1.30], [1.12, -0.14, -0.25], [-0.97, 0.68, -0.33], [-1.90, -0.63, 1.25], [0.30, 0.76, -2.37], [-0.27, -0.69, 0.25], [0.12, -0.58, 1.22], [-0.19, 0.40, 1.18], [0.57, 0.54, -1.09], [-1.30, 0.06, 0.43], [2.38, -2.92, 1.40], [-0.07, -1.13, -0.99], [1.05, -0.12, 0.17], [-0.23, 1.25, 0.43], [-0.25, 0.33, -0.57], [-0.21, 1.81, -0.73], [0.50, -0.35, -0.08], [0.52, 0.04, 0.42], [-0.19, 0.17, -0.32], [0.10, 0.23, -0.23], [-1.17, 0.73, -0.39], [0.64, 0.05, 1.77], [0.95, -0.41, -1.46], [-1.17, 0.36, -0.05], [-0.33, 0.41, 1.02], [0.04, 0.03, -0.77], [-0.04, -0.16, -0.11], [1.25, -0.63, 0.17], [-1.20, 2.48, -3.42], [0.67, 0.67, 1.21], [-1.26, -1.66, 0.48], [-0.40, 0.45, 0.09], [0.62, -0.86, 0.93], [0.94, -0.61, 0.52], [0.16, -0.09, -0.11], [0.00, -0.23, 0.14], [-0.58, -0.99, 0.23], [0.44, 0.68, -0.34], [-1.12, 0.61, 0.11], [-0.26, 1.51, -1.48], [-1.04, -2.65, 1.86], [1.05, 0.13, -0.70], [-0.40, 1.70, -0.59], [0.28, -1.22, 0.12], [0.75, 0.79, 0.00], [-0.84, -0.36, -1.17], [2.66, 2.35, 0.78], [0.39, -0.79, 0.80], [-0.62, 1.16, -0.07], [0.73, -1.24, -0.57], [-0.65, -0.61, 0.02], [-0.73, -1.21, 0.95], [0.44, 0.30, 0.27], [0.28, -0.58, -0.18], [-0.36, -0.10, -0.37], [-0.28, 0.13, 0.11]]}


{"formula": "C31H48N6O22S5", "method": "ωB97M-V/def2-TZVPD", "total_charge": -1, "largest_force_ev_per_a": 6.16, "homo_lumo_gap_ha": [0.1046, 0.2458], "multiplicity": 2, "symbols": ["C", "N", "O", "O", "H", "H", "H", "C", "C", "O", "S", "O", "O", "O", "H", "H", "H", "H", "C", "C", "O", "S", "O", "O", "O", "H", "H", "H", "H", "C", "C", "O", "S", "O", "O", "O", "H", "H", "H", "H", "C", "C", "O", "S", "O", "O", "O", "H", "H", "H", "H", "C", "C", "O", "S", "O", "O", "O", "H", "H", "H", "H", "N", "C", "C", "C", "C", "H", "H", "H", "H", "H", "N", "C", "C", "C", "C", "H", "H", "H", "H", "H", "N", "C", "C", "C", "C", "H", "H", "H", "H", "H", "N", "C", "C", "C", "C", "H", "H", "H", "H", "H", "N", "C", "C", "C", "C", "H", "H", "H", "H", "H"], "positions_angstrom": [[-1.83481, -13.84457, -29.27081], [-2.82195, -12.95720, -28.57820], [-3.88608, -12.67967, -29.13063], [-2.49455, -12.55629, -27.48502], [-1.77298, -14.79281, -28.73686], [-0.80535, -13.48914, -29.22629], [-2.18469, -14.02021, -30.28808], [3.40197, -9.54740, -29.59759], [3.61440, -10.71895, -28.59906], [2.76329, -11.72605, -29.12610], [1.42306, -11.06342, -29.75420], [0.51674, -10.63787, -28.70399], [0.75282, -11.86904, -30.78917], [2.23087, -9.77792, -30.37460], [4.24369, -9.45384, -30.28378], [3.21387, -8.63108, -29.03806], [3.36804, -10.37559, -27.59431], [4.63879, -11.09139, -28.60264], [-0.55788, -15.78098, -32.92216], [0.53899, -16.85984, -33.24457], [1.29220, -16.81471, -32.02393], [0.32565, -16.69829, -30.68896], [0.96311, -15.91715, -29.61179], [-0.50399, -17.90663, -30.40865], [-0.69067, -15.71060, -31.51213], [-1.53297, -15.86400, -33.40216], [-0.35244, -14.71560, -33.02637], [1.21751, -16.55774, -34.04236], [0.07837, -17.81771, -33.48625], [-1.45885, -17.02204, -27.05708], [-2.15206, -17.76648, -25.95501], [-3.53807, -17.66703, -26.18619], [-3.92514, -17.00328, -27.68699], [-4.38952, -15.65505, -27.59486], [-4.79209, -17.93676, -28.39431], [-2.36118, -17.03593, -28.17240], [-0.47359, -17.34203, -27.39616], [-1.29245, -15.98191, -26.77683], [-1.96670, -17.38398, -24.95131], [-1.88725, -18.81742, -25.83886], [-7.15713, -13.02459, -28.67747], [-7.03689, -11.49640, -28.41099], [-8.16662, -11.11082, -27.63743], [-9.37189, -12.33688, -27.64230], [-10.60387, -11.87330, -28.25288], [-9.45058, -13.16745, -26.43835], [-8.55293, -13.14683, -28.85359], [-6.85889, -13.73436, -27.90585], [-6.64568, -13.24906, -29.61348], [-7.02335, -10.95748, -29.35835], [-6.13970, -11.27495, -27.83297], [-3.54668, -15.05478, -23.55306], [-2.92728, -13.76896, -24.24576], [-2.22577, -12.95661, -23.27800], [-2.23290, -13.77098, -21.80868], [-2.45761, -12.90955, -20.68215], [-1.08685, -14.67528, -21.73739], [-3.60125, -14.64397, -22.18495], [-2.85850, -15.89536, -23.64226], [-4.55942, -15.40524, -23.75215], [-3.68103, -13.13681, -24.71518], [-2.21771, -14.01162, -25.03677], [0.88772, -13.36754, -26.84062], [1.80780, -14.37154, -26.99962], [1.80835, -15.01075, -25.73655], [1.06986, -14.30243, -24.78680], [0.52832, -13.23811, -25.50575], [0.50830, -12.76236, -27.55469], [2.31816, -14.64508, -27.91127], [2.28252, -15.97045, -25.59322], [0.94338, -14.49546, -23.73175], [-0.13840, -12.47537, -25.13144], [-3.51358, -8.23732, -25.73571], [-2.52831, -7.77388, -26.57548], [-1.55858, -8.78315, -26.75791], [-2.01327, -9.78915, -25.97098], [-3.12354, -9.46328, -25.33050], [-4.40708, -7.85758, -25.45722], [-2.49613, -6.75866, -26.94249], [-0.69555, -8.77766, -27.40716], [-1.40545, -10.67473, -25.85834], [-3.83732, -10.00323, -24.72602], [-2.20477, -11.52295, -33.98135], [-2.63240, -12.68884, -33.47278], [-3.39745, -13.27805, -34.43701], [-3.33368, -12.46640, -35.54358], [-2.67060, -11.31070, -35.28374], [-1.61182, -10.83443, -33.54041], [-2.33784, -13.00360, -32.48255], [-4.00112, -14.16470, -34.31108], [-3.82429, -12.61985, -36.49340], [-2.43765, -10.43538, -35.87192], [-3.28396, -9.03212, -30.35884], [-3.35167, -8.26138, -31.55361], [-2.14702, -8.41435, -32.17377], [-1.33784, -9.20545, -31.33718], [-2.04033, -9.57633, -30.21802], [-4.01325, -9.20352, -29.68145], [-4.20802, -7.81628, -32.03834], [-1.82445, -8.09696, -33.15439], [-0.32010, -9.50782, -31.53509], [-1.89783, -10.21389, -29.35801], [-5.61247, -16.63400, -31.20759], [-4.52509, -15.80401, -31.12258], [-4.93597, -14.55596, -31.53579], [-6.30395, -14.58230, -31.82988], [-6.76255, -15.90980, -31.49597], [-5.53833, -17.63296, -31.07843], [-3.60207, -16.10895, -30.65200], [-4.39498, -13.63472, -31.69403], [-6.88113, -13.78970, -32.28272], [-7.76054, -16.29886, -31.63405]], "atomic_forces_ev_per_a": [[-1.22, 0.31, 0.46], [3.26, -3.32, -3.78], [-3.78, 1.02, -2.08], [1.70, 1.91, 5.61], [-0.26, -0.29, 0.04], [-0.02, 0.64, -0.24], [0.18, 0.07, 0.09], [0.48, 0.66, 0.45], [-0.07, 0.88, -0.69], [-1.09, -0.77, -0.18], [-2.72, -0.34, -0.74], [1.91, -0.21, -0.76], [2.87, 1.61, 1.86], [-0.85, -1.57, 0.23], [-0.14, 0.13, 0.01], [0.35, 0.10, -0.14], [-0.40, -0.51, 0.05], [-0.21, -0.10, -0.14], [-0.01, 1.27, -0.32], [-1.14, 1.77, 0.61], [0.51, -1.32, 1.56], [-2.89, 0.74, -0.20], [-1.03, -2.42, -2.78], [3.15, 2.53, -0.53], [0.24, -1.50, 2.24], [-0.04, -0.83, 0.17], [1.03, -0.15, -1.46], [-0.08, 0.03, 0.18], [0.22, -0.16, 0.45], [0.41, 1.38, -0.23], [0.31, -0.87, 1.10], [-1.58, 0.88, -1.51], [0.14, -0.91, 0.32], [0.62, -0.84, 0.49], [2.04, 0.96, 1.01], [-1.58, -0.58, -0.36], [-0.33, -0.62, -0.01], [-0.20, 0.24, 0.11], [0.20, 0.56, -0.19], [-0.02, -0.24, -0.66], [0.43, 1.06, -0.09], [1.16, -1.24, 0.37], [-2.58, -1.29, 1.09], [1.31, -0.96, -2.09], [1.71, -0.15, 1.22], [0.60, 2.09, -1.83], [-2.38, 0.11, 1.06], [0.45, 0.47, 0.19], [-0.16, -0.22, 0.16], [-0.20, 0.01, 0.04], [0.00, 0.02, -0.10], [1.18, 1.06, 0.37], [-0.70, -0.48, -1.27], [-0.27, -1.46, 2.55], [0.37, -1.05, -1.23], [-0.29, -0.57, -1.47], [-1.80, 1.30, -0.46], [1.43, 0.96, 1.64], [0.02, -0.03, -0.01], [0.14, 0.58, -0.64], [-0.05, -0.01, 0.20], [-0.02, -0.17, 0.06], [0.41, 1.03, 0.89], [-1.37, -0.89, 2.31], [1.53, -0.89, -1.58], [-0.54, 1.20, -1.06], [-0.22, -0.82, -0.14], [0.03, 0.06, 0.10], [-0.43, 0.15, 0.01], [0.35, 0.11, 0.21], [-0.04, -0.04, -0.13], [-0.01, 0.04, -0.43], [0.74, 0.74, -0.30], [0.78, 0.51, -1.04], [-1.47, 3.32, -0.58], [2.80, -3.61, 0.69], [-2.80, -0.65, 1.27], [0.52, 0.39, -0.33], [-0.36, -0.07, -0.08], [-0.11, 0.16, 0.17], [-0.60, -0.38, 0.08], [0.44, -0.35, 0.10], [0.88, 2.32, -0.97], [0.21, -0.02, 0.53], [-0.21, -1.53, 0.95], [-1.50, 0.86, -2.86], [0.99, -0.94, 1.80], [-0.21, -0.32, 0.49], [-0.21, 0.13, 0.02], [0.23, -0.08, -0.07], [-0.16, -0.24, 0.03], [0.01, -0.15, 0.20], [-0.42, 1.23, -1.19], [0.02, -1.23, 0.64], [0.43, -0.14, 0.13], [1.28, -0.75, 0.46], [-1.16, 0.26, -0.48], [0.03, 0.15, -0.27], [-0.34, -0.10, 0.78], [-0.30, 0.36, 0.06], [-0.01, 0.07, -0.08], [0.45, 0.00, -0.14], [-0.90, 0.25, 0.62], [-0.29, 0.47, -0.37], [0.24, 0.67, -0.42], [-1.03, -2.83, 0.77], [1.63, 1.99, -1.59], [-0.31, 0.32, 0.39], [0.04, -0.16, -0.35], [0.43, -0.32, 0.54], [-0.12, -0.03, 0.32], [0.31, -0.41, 0.10]]}